#w
This record from OMol25 describes an isolated molecule of C4H4F2. The level of theory is ωB97M-V with the def2-TZVPD basis set.

Geometry as ORCA input:
```
! wB97M-V def2-TZVPD RIJCOSX def2/J DEFGRID3
* xyz 0 1
C -0.230 -0.785 -0.856
F -1.147 1.335 -0.765
C 0.237 0.658 1.025
H 1.123 0.080 1.212
H -0.278 -3.043 -1.057
H 0.241 1.697 1.296
H -0.604 0.267 1.614
C -0.324 -1.988 -0.876
C 0.016 0.593 -0.423
F 0.966 1.185 -1.171
*
```

E_HOMO ... -11.00 eV
Frontier orbital gap ... 11.9 eV

Mulliken population analysis, charges in e, atoms 1 to 8:
1. C -0.882
2. F -0.310
3. C -1.299
4. H 0.366
5. H 0.439
6. H 0.342
7. H 0.336
8. C 0.091

#x
This record from OMol25 describes a 3-piece molecular cluster, C4H4F2 overall. The level of theory is ωB97M-V with the def2-TZVPD basis set.

Geometry as ORCA input:
```
! wB97M-V def2-TZVPD RIJCOSX def2/J DEFGRID3
* xyz 0 1
C -1.050 0.561 0.066
H 0.367 1.431 -1.634
C -0.985 -0.878 0.369
C 0.233 -0.572 -0.412
F 2.804 0.445 0.203
F -0.612 1.334 1.149
H 1.670 -0.200 -0.115
H -0.870 -1.110 1.476
H -1.603 -1.605 -0.150
C 0.046 0.594 -0.952
*
```

E_HOMO ... -10.55 eV
Frontier orbital gap ... 9.7 eV

Mulliken population analysis, charges in e, atoms 1 to 8:
1. C 0.366
2. H 0.345
3. C -0.342
4. C -0.272
5. F -0.628
6. F -0.215
7. H 0.474
8. H 0.228

Short version: #x is the least stable of them.

#w
This record from OMol25 describes a 2-piece molecular cluster, C8H12N2O2 overall. The level of theory is ωB97M-V with the def2-TZVPD basis set.

Geometry as ORCA input:
```
! wB97M-V def2-TZVPD RIJCOSX def2/J DEFGRID3
* xyz 0 1
H -1.765 -2.623 0.324
C 3.145 0.090 0.496
H 0.844 3.137 0.644
C 0.193 1.319 -0.300
O 2.343 -1.569 -1.181
N 0.128 -0.556 1.299
H 4.208 -0.157 0.409
C -0.623 -1.143 -0.861
H -0.715 2.516 1.185
O 0.232 1.747 -1.445
C 2.342 -0.728 -0.377
H 2.982 1.137 0.243
H -2.379 -1.523 -2.049
H -2.674 -0.490 -0.644
C -1.970 -0.719 -1.441
H 0.748 1.722 1.750
H 0.049 -1.418 -1.683
C -0.738 -2.283 0.172
N -0.245 -1.736 1.426
H -1.846 0.162 -2.066
C 0.009 -0.076 0.016
H 2.800 -0.057 1.520
H -0.131 -3.161 -0.069
C 0.299 2.234 0.904
*
```

E_HOMO (alpha / beta) ... -7.89 / -7.88 eV
Frontier orbital gap (alpha / beta) ... 7.3 / 7.3 eV

Mulliken population analysis, charges in e, atoms 1 to 8:
1. H 0.430
2. C -1.092
3. H 0.338
4. C 0.514
5. O -0.352
6. N 0.043
7. H 0.383
8. C 0.883

#x
This record from OMol25 describes a 2-piece molecular cluster, C8H12N2O2 overall. The level of theory is ωB97M-V with the def2-TZVPD basis set.

Geometry as ORCA input:
```
! wB97M-V def2-TZVPD RIJCOSX def2/J DEFGRID3
* xyz 0 1
H 1.921 -2.162 -0.078
H 0.574 1.510 -1.771
H 3.675 -0.662 1.827
H 2.236 0.318 2.312
H -4.522 1.505 1.366
C 3.039 0.179 1.563
H 0.619 -1.201 0.700
H 0.014 -1.135 -1.769
C -2.810 -0.523 -0.307
O -2.224 1.775 -0.493
H -0.377 0.785 -0.417
H 3.639 1.084 1.580
N -3.836 -1.289 0.050
C -3.022 0.821 -0.132
C 1.435 -1.155 -0.055
C 2.387 0.011 0.217
C 0.592 0.790 -0.946
C 0.902 -0.630 -1.394
H -1.946 -0.775 -0.895
N -4.670 -0.435 0.702
H 3.200 -0.036 -0.556
O 1.630 1.150 -0.073
H 1.678 -0.666 -2.148
C -4.135 0.740 0.716
*
```

E_HOMO ... -9.37 eV
Frontier orbital gap ... 6.2 eV

Mulliken population analysis, charges in e, atoms 1 to 8:
1. H 0.352
2. H 0.296
3. H 0.367
4. H 0.334
5. H 0.458
6. C -1.505
7. H 0.216
8. H 0.377

#y
This record from OMol25 describes an isolated molecule of C8H12N2O2. The level of theory is ωB97M-V with the def2-TZVPD basis set.

Geometry as ORCA input:
```
! wB97M-V def2-TZVPD RIJCOSX def2/J DEFGRID3
* xyz 0 1
H 1.543 -1.034 0.663
C 1.847 -0.034 1.105
O -2.617 1.232 0.889
H 2.052 0.183 2.134
C 1.701 0.958 0.202
C -2.573 -1.532 0.637
H 0.779 -2.488 -0.887
C -0.457 -0.929 -0.530
C -1.610 -0.597 0.040
H 0.179 0.025 -2.659
H -3.069 -2.131 -0.118
H -3.303 -0.972 1.197
H -2.205 -2.219 1.401
C 0.260 -0.067 -1.564
C 2.051 2.423 0.411
C 1.297 0.637 -1.196
H 3.069 2.732 0.206
N -1.966 0.747 -0.021
H -0.420 -2.843 0.246
H 1.875 1.208 -1.975
O -1.595 1.369 -1.005
H 1.315 2.994 -0.053
N -0.138 -2.305 -0.579
H 1.984 2.642 1.456
*
```

E_HOMO ... -8.80 eV
Frontier orbital gap ... 9.0 eV

Mulliken population analysis, charges in e, atoms 1 to 8:
1. H 0.215
2. C -0.881
3. O -0.644
4. H 0.360
5. C 0.714
6. C -1.589
7. H 0.354
8. C 0.158

Short version: #y is the least stable of them.

#w
This record from OMol25 describes C58H64GeN9O2P2Rb as an isolated structure. The level of theory is ωB97M-V with the def2-TZVPD basis set.

Geometry as ORCA input:
```
! wB97M-V def2-TZVPD RIJCOSX def2/J DEFGRID3
* xyz -1 2
C 3.594 -3.682 4.487
H 1.739 6.645 3.321
H -1.976 -5.395 -0.193
Ge -0.521 -1.766 3.000
C -2.580 -0.220 7.035
C -1.906 -1.194 -3.162
N -1.064 2.579 4.640
H -3.050 0.144 7.941
N -1.379 1.471 2.550
C 1.657 5.289 1.644
C -4.797 1.967 1.340
O 0.809 4.192 -1.960
H 6.565 -2.084 -1.769
C 1.267 -3.917 3.892
C -1.236 -0.582 7.042
C 3.014 3.803 -2.888
C -3.080 -5.550 1.643
H 2.285 -0.697 3.595
C -4.857 1.579 -1.015
P 1.073 -1.359 -3.285
H 1.061 1.093 2.835
C -1.924 -0.653 -6.569
C -1.352 -1.161 4.691
Rb 0.294 0.365 -0.365
H -3.308 -3.188 -0.707
N -2.844 3.701 5.558
H 3.437 4.812 0.477
C 1.811 3.490 -2.003
H -2.925 1.172 -1.874
C 2.464 -4.478 4.322
C 5.428 3.816 -4.205
N -2.773 1.491 0.154
H 0.062 6.516 0.804
P 1.738 -2.780 -0.634
H -2.737 -3.490 4.312
H 2.519 -5.541 4.514
C -1.412 -3.875 1.212
N 0.505 3.002 1.042
C -0.628 -1.042 5.878
H 0.081 0.513 -4.378
H 1.798 0.404 -4.869
H -5.384 1.480 -1.955
C -4.289 -0.971 -6.417
H 3.569 4.385 2.191
C 1.290 5.676 3.083
C -3.424 1.783 1.287
H -1.642 -1.519 -5.960
H 4.737 -2.855 -0.329
H 3.278 -4.484 0.295
C 3.324 1.900 -1.605
C 3.943 -1.147 -3.693
H 2.079 -4.854 -1.890
C -2.589 2.003 2.518
H 1.674 7.269 0.779
C 3.944 2.814 -2.646
H 0.614 -4.004 -2.449
C 1.035 3.986 1.322
H 4.396 -1.693 4.348
H 1.402 -3.430 -4.516
C 5.538 -1.952 -2.091
H 0.586 -4.895 -0.923
H -2.271 1.040 -4.641
H 0.420 -1.330 5.900
H 0.394 -4.552 3.761
C -2.330 2.967 4.526
H -0.660 -0.506 7.954
C -2.026 -2.119 -2.105
H 1.202 1.696 4.452
H -1.116 -2.580 -1.690
N 0.632 1.387 3.687
H 0.206 5.751 3.205
C 1.006 -2.447 -4.769
C -1.608 -3.320 2.484
C -0.644 1.835 3.620
H -4.038 1.041 -4.611
H -3.844 3.773 5.595
H 5.886 2.006 -3.090
H 1.344 1.042 -3.262
O 3.890 0.933 -1.113
H 6.374 3.832 -4.734
C -4.440 -1.934 -2.039
C -2.134 -4.986 0.796
C -4.366 -1.023 -3.088
C -2.703 -0.780 4.697
H -5.402 -2.207 -1.611
C 1.127 6.330 0.643
H -4.353 -1.146 -7.496
C 2.885 -1.563 -2.886
C 1.209 -4.277 -1.580
H -2.344 3.639 6.427
C 3.168 -2.212 -1.666
H 1.849 -4.201 1.310
C -3.153 0.402 -4.742
C -5.525 1.851 0.165
H -3.654 -6.408 1.319
C 2.320 -1.760 3.803
N 2.066 2.340 -1.292
H -6.602 1.981 0.172
C 5.164 2.795 -3.289
C 1.092 0.311 -4.037
C 4.489 4.817 -4.449
H -4.361 -0.036 5.843
H 2.515 5.589 -3.964
H -4.189 -1.944 -5.913
C -3.479 1.409 -0.973
C 3.260 4.821 -3.784
H -3.290 -0.855 3.784
C 2.610 -3.717 0.697
H 1.657 4.934 3.799
C 4.499 -2.385 -1.276
C 3.520 -2.317 4.232
H -4.027 -5.442 3.568
C -3.292 -5.003 2.905
H 3.175 -3.048 1.349
C -3.316 -0.321 5.859
H -0.687 -3.428 0.536
H 4.718 5.599 -5.164
H -2.005 -0.966 -7.616
C -3.128 -0.645 -3.635
H 4.528 -4.124 4.808
H -5.231 -0.520 -6.088
C 5.261 -1.341 -3.307
C 3.180 5.131 1.491
H 3.665 6.090 1.694
H 1.254 5.982 -0.386
H -0.029 -2.554 -5.097
H 3.738 -0.642 -4.634
C -2.568 -3.892 3.321
H -5.269 2.205 2.287
H -5.294 -0.579 -3.471
C -3.261 -2.483 -1.539
H -1.123 0.088 -6.495
N -3.137 2.742 3.485
N -3.188 -0.064 -6.147
H 6.072 -1.003 -3.946
C 1.176 -2.550 3.631
H 1.607 -2.025 -5.580
*
```

Expectation value of S² ... 0.753
E_HOMO (alpha / beta) ... -3.25 / -3.24 eV
Frontier orbital gap (alpha / beta) ... 5.1 / 3.8 eV

Mulliken population analysis, charges in e, atoms 1 to 8:
1. C -0.540
2. H 0.453
3. H 0.454
4. Ge 0.783
5. C -0.622
6. C 1.480
7. N -0.692
8. H 0.381

#x
This record from OMol25 describes C58H64GeN9O2P2Rb as an isolated structure. The level of theory is ωB97M-V with the def2-TZVPD basis set.

Geometry as ORCA input:
```
! wB97M-V def2-TZVPD RIJCOSX def2/J DEFGRID3
* xyz -1 2
H -1.139 -3.093 4.764
C 4.308 2.683 -1.156
C -3.270 -4.026 1.098
C 0.710 5.498 3.958
N -1.365 2.017 -4.056
C 3.126 -0.484 3.953
C 2.107 -2.901 0.839
H 5.445 -3.430 0.488
Rb -0.331 0.178 -0.838
C 2.970 2.620 -1.542
C 1.020 -5.608 -0.281
C -0.638 3.832 -0.032
C -4.758 -3.761 1.360
C -1.955 -1.513 -3.649
C 2.015 3.525 3.494
H 0.442 -6.203 -0.992
N 0.249 -4.430 0.071
N -5.935 2.433 -4.167
C -2.588 -2.737 0.961
H -5.692 3.133 2.590
C -0.634 0.718 4.985
H -3.574 -5.790 -0.108
H -0.624 1.535 -3.555
H 3.165 0.089 -0.365
H -2.693 -4.850 -6.984
C -3.787 2.111 -0.004
H 3.395 -4.567 1.262
H 1.212 3.014 -4.180
H -0.322 -4.688 -7.586
C 4.425 -1.615 -0.033
C -1.362 0.056 5.967
C -2.547 2.078 -3.413
H 4.587 1.232 -3.579
C 2.816 0.490 3.006
H 4.237 -0.094 -2.429
N -2.055 -1.725 0.851
H -2.158 0.709 2.430
C -4.831 2.746 0.662
H -3.149 -5.722 2.433
H -1.395 5.305 3.579
O 1.275 -0.790 -4.458
H -6.780 2.228 -3.664
H -0.480 1.785 5.083
H -5.883 2.162 -5.133
H 0.876 -3.227 -1.588
H 4.654 -1.529 5.044
C -2.634 -4.772 2.280
N -2.531 2.053 -2.067
C -0.032 -3.618 -1.107
C 2.113 2.405 -4.222
C 0.832 -3.647 1.174
P 0.316 3.379 -1.530
H 0.114 -1.898 3.006
H 1.188 -6.213 0.613
H -1.424 1.811 -5.040
C -0.428 4.812 3.557
O -3.006 -1.379 -3.038
H -0.662 -2.772 -0.828
H -4.894 -3.195 2.282
H -5.196 -3.194 0.539
C 2.050 3.493 -0.929
C 4.442 -0.759 4.309
C 4.733 3.591 -0.196
H 0.916 5.116 -3.182
H 2.828 5.355 4.265
N -0.800 -0.824 -3.430
Ge 0.950 0.888 2.362
C -0.714 -4.057 -6.796
H 4.141 5.126 1.186
H -1.774 0.614 6.801
C -3.083 -4.819 -0.202
H -0.551 3.029 0.695
C -0.330 3.497 3.124
C 0.890 2.816 3.067
C 5.484 -0.044 3.738
H -3.632 -3.440 -5.147
C -4.776 2.306 -3.460
C 5.199 0.943 2.805
H -2.708 -4.179 3.192
H 2.987 3.047 -4.338
H -3.522 -4.281 -1.045
H 0.402 5.834 -1.642
H -2.117 -1.834 6.660
C 4.493 -2.915 0.444
H -1.239 2.983 2.831
H -5.286 -4.712 1.452
C -1.554 -1.317 5.892
C -0.087 0.038 3.895
H 0.644 6.526 4.295
C 1.931 4.841 3.933
H 6.511 -0.257 4.015
C 3.885 1.189 2.438
C 0.130 -3.155 -6.148
C -2.055 -4.155 -6.450
C -1.009 -2.018 4.825
H -3.958 1.762 3.777
C 3.837 0.516 -3.240
H -0.571 -4.225 -1.839
C 3.209 -0.941 -0.031
C 2.080 -1.586 0.415
N -2.844 1.419 0.633
H 2.323 -1.036 4.429
H 1.012 -4.336 2.005
H 1.779 5.031 0.557
H 3.679 1.954 1.692
N -4.876 2.309 -2.127
C -4.898 2.642 2.042
H 2.037 1.726 -5.073
H 3.566 -0.144 -4.061
C 3.340 -3.554 0.876
H 5.779 3.626 0.086
H 5.321 -1.110 -0.375
C 0.205 5.037 -2.361
H -1.581 -4.971 2.076
H -5.562 3.305 0.096
H 5.034 2.005 -1.588
C 0.151 -1.256 -4.297
H 1.174 -3.069 -6.422
C -3.940 1.889 2.703
H -1.685 3.924 -0.317
C -3.715 2.159 -1.492
H -0.805 5.148 -2.761
P 2.279 1.351 -2.705
N -3.651 2.213 -4.156
H 0.072 -2.925 1.474
H 2.982 3.040 3.496
H 6.005 1.514 2.355
C -0.299 -1.343 3.843
H 1.992 -5.377 -0.741
C -0.411 -2.377 -5.148
H -0.303 4.766 0.417
C -2.932 1.299 1.951
C 2.484 4.383 0.048
C -2.589 -3.369 -5.429
C -1.742 -2.492 -4.787
H -2.022 -4.975 -0.398
C 3.820 4.437 0.414
*
```

Expectation value of S² ... 0.763
E_HOMO (alpha / beta) ... -3.99 / -3.98 eV
Frontier orbital gap (alpha / beta) ... 6.1 / 5.9 eV

Mulliken population analysis, charges in e, atoms 1 to 8:
1. H 0.502
2. C -0.724
3. C 2.553
4. C -0.802
5. N 0.324
6. C -0.266
7. C -0.363
8. H 0.353

Short version: #w is the least stable of them.

#w
This record from OMol25 describes C6H14N2 as an isolated structure. The level of theory is ωB97M-V with the def2-TZVPD basis set.

Geometry as ORCA input:
```
! wB97M-V def2-TZVPD RIJCOSX def2/J DEFGRID3
* xyz 0 1
C -1.277 -1.070 -0.885
H -1.961 -1.703 -0.316
H 0.790 -2.613 0.365
C 0.824 0.267 -0.771
H 0.743 0.245 -1.863
H -1.838 0.287 1.136
C 0.446 -1.710 0.885
C -0.058 -0.721 -0.109
H 0.737 2.050 0.450
H -0.784 1.905 -1.956
C -0.892 0.795 1.303
N 2.238 0.169 -0.432
C 0.078 1.540 -0.259
H -1.148 1.818 1.572
H -1.006 -1.597 -1.808
N -0.808 2.202 -0.980
H -1.775 -0.134 -1.192
H -0.375 0.402 2.180
H 2.757 0.890 -0.921
H 1.278 -1.336 1.479
H -0.358 -2.012 1.562
H 2.389 0.326 0.559
*
```

E_HOMO (alpha / beta) ... -7.69 / -7.69 eV
Frontier orbital gap (alpha / beta) ... 8.0 / 8.0 eV

Mulliken population analysis, charges in e, atoms 1 to 8:
1. C -1.478
2. H 0.369
3. H 0.397
4. C -0.118
5. H 0.417
6. H 0.306
7. C -1.587
8. C 0.926

#x
This record from OMol25 describes a 2-piece molecular cluster, C6H14N2 overall. The level of theory is ωB97M-V with the def2-TZVPD basis set.

Geometry as ORCA input:
```
! wB97M-V def2-TZVPD RIJCOSX def2/J DEFGRID3
* xyz 0 1
C -1.814 -2.165 -0.550
C -0.058 1.104 -1.527
N -0.875 -2.224 -1.576
H -2.829 -2.353 -0.873
H -0.443 2.032 -1.969
H 0.272 2.392 1.599
H 2.527 2.215 -0.453
H -2.374 -1.722 1.398
H 1.752 1.449 1.776
H 0.495 -2.382 1.035
H -0.205 -1.384 2.309
N 0.858 1.063 -0.676
C 1.464 2.268 -0.195
H -1.058 -2.928 -2.275
H 0.252 -0.658 0.761
H 1.032 3.170 -0.661
C -1.552 -1.820 0.708
C -0.175 -1.543 1.234
H -0.502 0.175 -1.853
H 1.834 3.216 1.708
H 0.078 -2.244 -1.244
C 1.322 2.338 1.323
*
```

E_HOMO ... -7.95 eV
Frontier orbital gap ... 9.1 eV

Mulliken population analysis, charges in e, atoms 1 to 8:
1. C -0.387
2. C -0.374
3. N -0.477
4. H 0.355
5. H 0.223
6. H 0.296
7. H 0.255
8. H 0.353

Short version: #w is the least stable of them.